No. 1
{
  "formula": "C6H30O12",
  "method": "wB97M-V/def2-TZVPD",
  "elements": ["O", "C", "C", "O", "H", "H", "H", "H", "H", "H", "O", "C", "C", "O", "H", "H", "H", "H", "H", "H", "O", "C", "C", "O", "H", "H", "H", "H", "H", "H", "O", "H", "H", "O", "H", "H", "O", "H", "H", "O", "H", "H", "O", "H", "H", "O", "H", "H"],
  "coordinates": [[1.9402, 0.6895, 2.8100], [1.0787, 1.7186, 3.3243], [-0.1907, 2.0050, 2.5539], [-1.2491, 1.0445, 2.7373], [1.9736, 0.8582, 1.8658], [0.6680, 1.3686, 4.3003], [1.7038, 2.6034, 3.4076], [0.0235, 2.2610, 1.5625], [-0.5484, 2.9247, 3.0397], [-1.0542, 0.2893, 2.1269], [1.5495, 1.5127, 0.1115], [1.6326, 2.6481, -0.7287], [0.8835, 2.5618, -2.0585], [1.6184, 1.9307, -3.0998], [0.6352, 1.3099, 0.2600], [1.2900, 3.5251, -0.2351], [2.6866, 2.7353, -1.0365], [0.5801, 3.5789, -2.3528], [-0.0025, 2.0032, -1.8881], [2.3064, 2.5134, -3.4145], [-0.7360, -1.6277, -2.1704], [-1.1598, -2.9392, -2.1306], [-2.3388, -3.1054, -1.1800], [-3.5037, -2.3148, -1.5098], [0.2409, -1.5451, -2.1379], [-1.3427, -3.2663, -3.1964], [-0.3581, -3.6676, -1.7845], [-2.0070, -2.9026, -0.1648], [-2.6256, -4.1280, -1.1077], [-3.7040, -2.5982, -2.3964], [0.9434, -3.1324, 0.1432], [1.5291, -3.0772, 0.9216], [1.4513, -2.6939, -0.5683], [2.0888, -0.9286, -1.5600], [2.4597, -0.7768, -2.4247], [2.2370, -0.1165, -1.0424], [2.0922, -2.2689, 2.6883], [2.0258, -1.3820, 3.0306], [1.6131, -2.7850, 3.3600], [-3.0250, 0.1648, -0.3316], [-3.2260, -0.1674, 0.5273], [-3.1230, -0.5376, -0.9739], [-1.6066, 2.8516, -0.1914], [-2.2833, 2.2686, -0.5446], [-1.9112, 2.7706, 0.7065], [-0.3766, -0.3828, 0.5300], [-0.8556, -0.5035, -0.3103], [-0.0236, -1.2901, 0.5324]],
  "forces_ev_per_a": [[-0.7, -0.1, 0.4], [-0.3, -1.2, 0.7], [-0.7, 0.2, 2.2], [1.0, -0.1, -0.8], [0.3, 0.0, -0.5], [0.9, 0.3, -0.3], [-0.3, 0.4, 0.3], [-0.1, 0.2, -1.5], [-0.2, -0.1, -0.2], [-0.1, 0.7, 0.4], [1.3, 0.1, -0.7], [0.9, -0.4, -1.4], [0.5, 0.6, 0.2], [-0.2, -0.6, 0.2], [-1.0, -0.7, -0.1], [-0.1, 0.8, 0.7], [-0.1, 0.2, 0.6], [0.1, -0.2, 0.0], [-0.9, -0.6, -0.2], [0.2, 0.3, 0.0], [1.0, 1.5, 0.3], [0.6, -2.2, -0.7], [0.2, 0.4, -0.1], [1.0, -0.3, 0.5], [-0.6, 0.0, 0.1], [-0.5, 0.1, 0.9], [-0.9, 0.9, -0.1], [-0.1, 0.7, 0.0], [-0.3, -1.1, -0.4], [-0.5, 0.1, -0.6], [0.4, 0.3, -0.2], [-0.2, 0.2, -0.1], [-0.1, -0.1, 0.5], [-0.2, -0.3, 0.4], [0.2, 0.3, -0.4], [-0.4, -0.1, -0.1], [-0.4, -1.2, 0.4], [0.0, 1.2, -0.1], [0.3, 0.1, -0.4], [0.4, 1.5, -0.7], [-0.2, -0.5, 0.8], [-0.3, -0.7, -0.2], [-0.2, -0.1, -0.2], [-0.1, -0.5, -0.9], [0.3, 0.3, 1.1], [-0.1, -1.1, -0.6], [-0.4, 0.8, 0.1], [0.7, 0.0, 0.7]],
  "mulliken_charge": [-0.57, -0.73, 0.26, -0.59, 0.48, 0.32, 0.31, -0.21, 0.46, 0.42, -0.47, -0.26, -0.47, -0.52, 0.01, 0.34, 0.38, 0.34, 0.14, 0.35, -0.45, -0.19, -0.52, -0.57, 0.27, 0.33, 0.24, 0.18, 0.46, 0.32, -0.63, 0.27, 0.32, -0.66, 0.28, 0.26, -0.66, 0.34, 0.31, -0.64, 0.28, 0.32, -0.58, 0.30, 0.30, -0.13, 0.10, 0.20],
  "orbital_gap_ev": 10.3110,
  "lumo_ev": 0.47,
  "homo_ha": -0.362,
  "smiles": "OCCO.OCCO.OCCO.O.O.O.O.O.O"
}

No. 2
{
  "formula": "C36H43N10O6SSiY",
  "method": "wB97M-V/def2-TZVPD",
  "elements": ["Y", "N", "C", "C", "C", "C", "C", "C", "S", "O", "O", "N", "C", "N", "C", "C", "C", "N", "H", "H", "H", "H", "H", "H", "H", "H", "H", "C", "O", "C", "C", "C", "C", "C", "C", "N", "N", "C", "C", "C", "C", "O", "C", "N", "C", "C", "C", "C", "H", "H", "H", "H", "H", "H", "H", "H", "H", "H", "H", "H", "N", "C", "C", "O", "O", "H", "H", "H", "H", "H", "C", "C", "C", "C", "N", "N", "C", "H", "H", "H", "H", "H", "H", "H", "H", "C", "Si", "C", "C", "H", "H", "H", "H", "H", "H", "H", "H", "H"],
  "coordinates": [[0.0200, -0.0292, 0.6235], [8.3680, -0.3232, 0.0274], [7.0303, -0.6320, 0.1666], [6.5873, -1.9512, 0.0431], [5.2531, -2.2649, 0.2288], [4.3481, -1.2658, 0.5446], [4.7724, 0.0521, 0.6675], [6.1012, 0.3695, 0.4821], [2.6432, -1.6432, 0.7037], [2.0801, -0.7865, 1.7682], [2.5150, -3.0611, 0.8468], [1.8989, -0.9742, -0.5394], [2.0923, -1.3357, -1.8292], [1.5854, -0.4568, -2.7228], [1.6739, -0.7898, -4.0023], [2.2910, -1.9534, -4.4272], [2.8588, -2.7370, -3.4335], [2.7717, -2.4471, -2.1449], [8.9491, -0.9906, -0.4491], [8.6054, 0.6370, -0.1498], [7.2977, -2.7329, -0.1958], [4.9043, -3.2827, 0.1244], [4.0594, 0.8288, 0.9174], [6.4343, 1.3945, 0.5945], [1.2484, -0.0892, -4.7133], [2.3521, -2.2192, -5.4713], [3.4090, -3.6378, -3.6868], [-6.2434, 1.8647, 4.4654], [-6.5579, 2.8489, 3.5019], [-6.5750, 2.4703, 2.1990], [-6.9194, 3.4644, 1.2850], [-6.9773, 3.1685, -0.0596], [-6.6422, 1.8983, -0.5229], [-6.3241, 0.9026, 0.3907], [-6.2906, 1.1853, 1.7488], [-6.8199, 1.6790, -1.9373], [-6.0347, 1.0450, -2.6667], [-4.7647, 0.5656, -2.2163], [-4.4401, -0.7327, -2.5252], [-3.2405, -1.3289, -2.1081], [-2.2937, -0.5901, -1.4122], [-1.1624, -1.0397, -0.9653], [-2.6011, 0.7950, -1.1624], [-1.6212, 1.4827, -0.5185], [-1.7939, 2.7621, -0.2866], [-2.9428, 3.4617, -0.7011], [-3.9430, 2.7810, -1.3363], [-3.8087, 1.3916, -1.5695], [-6.2811, 2.3666, 5.4275], [-5.2421, 1.4628, 4.3048], [-6.9744, 1.0510, 4.4447], [-7.1544, 4.4512, 1.6584], [-7.2780, 3.9216, -0.7768], [-6.0982, -0.0984, 0.0534], [-6.0371, 0.3989, 2.4441], [-5.1602, -1.3160, -3.0858], [-3.0268, -2.3590, -2.3615], [-0.9921, 3.2746, 0.2314], [-3.0179, 4.5228, -0.5104], [-4.8308, 3.3003, -1.6702], [-3.8286, -3.2911, 2.0731], [-2.8641, -2.6028, 1.2268], [-1.4753, -2.7794, 1.8074], [-1.3373, -3.8126, 2.6075], [-0.5415, -2.0534, 1.5390], [-4.6887, -3.4878, 1.5803], [-4.0514, -2.7237, 2.8844], [-2.2377, -4.1956, 2.7099], [-3.0397, -1.5396, 1.0531], [-2.8307, -3.0813, 0.2446], [4.0488, 2.7295, -2.2538], [3.1131, 2.7004, -1.0965], [3.1228, 3.3666, 0.1156], [2.0011, 2.9015, 0.8134], [1.3404, 2.0091, 0.0726], [2.0353, 1.9082, -1.0833], [1.5470, 3.2761, 2.1805], [4.8796, 3.4017, -2.0487], [3.5488, 3.0748, -3.1592], [4.4545, 1.7346, -2.4455], [3.8468, 4.0893, 0.4503], [1.7345, 1.2291, -1.7916], [2.1867, 4.0538, 2.5947], [1.5776, 2.4167, 2.8506], [0.5226, 3.6493, 2.1722], [-0.1434, 0.7205, 4.6913], [-1.2764, 0.7222, 3.1492], [-2.6901, -0.4643, 3.7288], [-2.1875, 2.4138, 3.2849], [-0.7216, 0.9231, 5.5990], [0.6456, 1.4727, 4.6374], [0.3494, -0.2462, 4.8177], [-3.1289, -0.0835, 4.6569], [-2.3220, -1.4719, 3.9436], [-3.4925, -0.5247, 2.9865], [-2.6777, 2.5053, 4.2597], [-2.9531, 2.5417, 2.5143], [-1.4988, 3.2587, 3.2065]],
  "forces_ev_per_a": [[0.1, 0.0, -0.5], [0.1, 0.0, 0.0], [-0.1, 0.0, 0.0], [0.0, 0.0, 0.0], [0.1, -0.1, 0.0], [-0.1, 0.1, 0.0], [0.0, 0.1, 0.0], [0.0, -0.1, 0.0], [0.1, 0.1, 0.2], [0.0, -0.2, 0.1], [0.0, 0.1, 0.1], [-0.2, -0.2, -0.1], [0.2, 0.0, -0.3], [0.0, -0.1, 0.0], [0.0, -0.1, 0.0], [0.0, 0.0, 0.0], [0.0, 0.0, -0.1], [0.0, 0.0, 0.0], [0.0, 0.0, 0.0], [0.0, 0.0, 0.0], [0.0, 0.0, 0.0], [0.0, 0.0, 0.0], [0.0, 0.0, 0.0], [0.0, 0.0, 0.0], [0.0, 0.0, 0.0], [0.0, 0.0, 0.0], [0.0, 0.0, 0.0], [0.0, 0.0, 0.0], [0.0, 0.1, -0.1], [0.0, 0.0, 0.1], [0.0, 0.0, 0.0], [0.0, 0.0, 0.0], [0.1, -0.2, -0.2], [0.1, 0.1, -0.1], [0.0, 0.0, 0.1], [0.1, -0.2, -0.2], [-0.3, 0.2, 0.3], [-0.2, 0.0, 0.1], [0.0, 0.1, 0.1], [0.1, 0.1, -0.1], [-0.1, 0.1, 0.0], [-0.1, -0.2, 0.0], [0.0, 0.0, -0.1], [-0.1, 0.2, 0.2], [-0.1, 0.1, -0.1], [0.1, -0.1, 0.0], [0.0, 0.0, 0.0], [0.1, 0.0, 0.1], [0.0, 0.0, 0.0], [0.1, 0.0, 0.0], [0.0, 0.0, 0.0], [0.0, 0.0, 0.0], [0.0, 0.0, 0.0], [0.0, -0.1, -0.1], [0.0, 0.0, 0.0], [0.0, 0.0, 0.0], [0.0, 0.0, 0.0], [0.0, 0.0, 0.0], [0.0, 0.0, 0.0], [0.1, 0.0, 0.0], [0.0, 0.1, 0.0], [0.1, -0.1, -0.1], [-0.2, -0.1, -0.1], [0.1, 0.0, 0.1], [0.0, -0.4, 0.4], [0.0, -0.1, 0.0], [-0.1, 0.0, 0.0], [0.0, 0.0, -0.1], [0.0, 0.0, 0.1], [0.0, 0.1, 0.0], [0.1, 0.0, 0.0], [-0.1, -0.1, 0.0], [0.1, 0.1, -0.1], [0.0, -0.1, -0.1], [0.3, 0.0, 0.1], [-0.1, 0.2, 0.0], [0.0, 0.0, 0.1], [0.0, 0.0, 0.0], [0.0, 0.0, 0.0], [0.0, 0.0, 0.0], [0.0, 0.0, 0.0], [0.1, -0.1, 0.0], [0.0, 0.0, 0.0], [0.0, 0.0, 0.0], [0.0, 0.0, 0.0], [-0.1, 0.0, 0.0], [-0.2, 0.4, 0.3], [0.0, 0.1, 0.0], [0.1, -0.1, 0.1], [0.0, 0.0, 0.0], [0.0, 0.0, 0.0], [0.0, 0.0, 0.0], [0.0, 0.0, 0.0], [0.0, 0.0, 0.0], [0.0, 0.0, 0.0], [0.0, 0.0, 0.0], [0.0, 0.0, 0.0], [0.0, 0.0, -0.1]],
  "mulliken_charge": [0.67, -0.54, 1.16, -0.83, -0.46, -0.78, -0.28, -0.98, 1.64, -0.66, -0.71, 0.85, 0.09, -0.39, -0.43, -0.72, -0.26, -0.49, 0.21, 0.21, 0.29, 0.51, 0.53, 0.33, 0.48, 0.41, 0.46, -0.58, -0.45, 0.79, -0.77, -0.05, -0.45, -0.41, 0.03, -0.39, -0.58, 0.41, -0.42, -0.35, 0.07, -0.52, -0.24, 0.15, -0.18, -1.16, -0.90, 0.75, 0.25, 0.07, 0.37, 0.45, 0.46, 0.37, 0.28, 0.43, 0.57, 0.23, 0.46, 0.65, -0.81, 0.60, -0.31, -0.49, -0.34, 0.26, 0.25, 0.40, -0.26, 0.61, -1.43, 0.83, -1.73, 0.78, 0.56, 0.12, -0.97, 0.38, 0.34, 0.28, 0.46, 0.30, 0.44, 0.05, 0.11, -1.36, 0.61, -0.80, -1.23, 0.37, 0.36, 0.30, 0.59, 0.39, -0.31, 0.44, 0.19, 0.37],
  "orbital_gap_ev": 6.7279,
  "lumo_ev": -0.05,
  "homo_ha": -0.249
}

No. 3
{
  "formula": "H5O2",
  "method": "wB97M-V/def2-TZVPD",
  "elements": ["O", "O", "H", "H", "H", "H", "H"],
  "coordinates": [[-0.1791, 1.2525, 0.4378], [0.2209, -1.0437, -0.3529], [1.0933, -1.4733, -0.3412], [-0.3330, -1.9095, -0.3549], [0.0474, 0.0072, 0.3998], [0.2599, 1.7361, -0.2744], [-1.1093, 1.4307, 0.4859]],
  "forces_ev_per_a": [[1.4, -2.0, 0.8], [-0.7, -2.5, 0.5], [0.5, 0.7, 0.1], [0.4, 2.3, 0.2], [-0.3, 0.9, -1.3], [-0.2, 0.1, -0.2], [-1.0, 0.5, -0.1]],
  "mulliken_charge": [-0.55, -0.60, 0.39, 0.42, 0.51, 0.41, 0.41],
  "orbital_gap_ev": 15.0371,
  "lumo_ev": -4.40,
  "homo_ha": -0.714,
  "charge": 1
}

No. 4
{
  "formula": "C7H10NO",
  "method": "wB97M-V/def2-TZVPD",
  "elements": ["C", "C", "C", "C", "C", "C", "C", "N", "O", "H", "H", "H", "H", "H", "H", "H", "H", "H", "H"],
  "coordinates": [[-1.7406, -1.6052, 0.2631], [-0.3177, -1.5593, 0.2513], [-2.4980, -0.6060, -0.2275], [0.2945, -0.4264, -0.3177], [2.5639, -1.0240, -0.7138], [1.7059, -0.0242, -0.3938], [-0.6753, 0.5188, -0.9178], [-0.8195, 1.8167, 0.6562], [-1.9802, 0.3779, -0.8941], [-2.1579, -2.4023, 0.8201], [0.3868, -2.1299, 0.8156], [-3.5006, -0.7172, -0.2209], [3.5768, -0.8740, -0.7545], [2.3759, -2.0310, -1.0310], [1.9371, 1.0509, -0.5129], [-0.3421, 1.2899, -1.6522], [-0.4239, 1.5800, 1.4870], [-1.7418, 1.5001, 0.7306], [-0.8250, 2.7905, 0.4240]],
  "forces_ev_per_a": [[1.0, 0.0, 0.7], [1.6, 3.4, -0.9], [2.0, -3.3, 1.1], [-3.0, 0.1, -0.9], [-1.3, 1.2, 0.4], [-0.1, -2.0, -1.4], [2.0, 0.7, 0.4], [-0.4, 0.8, -2.5], [0.5, 0.9, -2.5], [-0.8, -0.6, 0.2], [-0.3, -1.2, 0.2], [-3.2, 0.4, -0.1], [2.4, 1.0, -0.2], [-1.1, -0.4, 0.5], [0.2, -0.8, 0.7], [-0.4, -0.8, 0.7], [2.1, -0.2, 3.0], [-1.7, 0.1, 0.3], [0.2, 0.6, 0.3]],
  "mulliken_charge": [-0.37, -0.12, -0.43, 0.43, -0.81, -0.50, 0.09, -0.51, -0.34, 0.42, 0.47, 0.50, 0.32, 0.30, 0.36, 0.44, 0.27, 0.22, 0.26],
  "orbital_gap_ev": 8.4345,
  "lumo_ev": -4.39,
  "homo_ha": -0.471,
  "charge": 1
}

No. 5
{
  "formula": "C5H7FO",
  "method": "wB97M-V/def2-TZVPD",
  "elements": ["C", "C", "C", "C", "C", "O", "F", "H", "H", "H", "H", "H", "H", "H"],
  "coordinates": [[-1.3483, -0.4204, -1.1109], [-0.2186, 0.2506, -1.3987], [0.3142, -0.6197, 1.9671], [1.1827, -0.3569, 0.8574], [0.2127, 1.4889, -1.0689], [0.2763, -1.3364, 0.7396], [-0.6290, 2.3639, -0.4642], [-1.4100, -1.3339, -1.5565], [-2.1809, 0.0412, -0.6263], [0.5985, -0.2655, -1.8919], [0.4895, -1.3560, 2.8858], [-0.6713, -0.0195, 2.1839], [2.2531, -0.5705, 0.7324], [1.1310, 2.1344, -1.2489]],
  "forces_ev_per_a": [[-0.3, 2.0, 0.3], [1.6, 0.0, -1.1], [-2.7, -0.7, 3.5], [1.3, 0.5, 0.3], [0.9, 3.0, 1.2], [-0.3, -1.0, -0.9], [-0.5, -0.3, 0.2], [-0.6, -2.5, -0.7], [-0.3, 0.1, 0.3], [-0.1, -0.4, -0.2], [0.3, 1.8, -1.9], [2.1, -0.7, -0.7], [-0.4, 0.2, 0.0], [-0.9, -1.9, -0.3]],
  "mulliken_charge": [-0.84, -0.07, -0.17, -0.17, -0.05, -0.25, -0.27, 0.32, 0.33, 0.25, 0.19, 0.15, 0.23, 0.34],
  "orbital_gap_ev": [8.2741, 8.0000],
  "lumo_ev": [0.07, 0.41],
  "homo_ha": [-0.301, -0.279]
}

No. 6
{
  "formula": "C2H5N5",
  "method": "wB97M-V/def2-TZVPD",
  "elements": ["C", "N", "C", "N", "N", "N", "N", "H", "H", "H", "H", "H"],
  "coordinates": [[-1.9413, -0.0611, -0.0591], [-0.9808, -1.1572, -0.0775], [0.1979, -0.7788, 0.0723], [1.4370, -1.5096, 0.0860], [2.4684, -0.8029, -0.0808], [2.0346, 0.4886, -0.2011], [0.6575, 0.5157, 0.2316], [-1.9754, 0.7319, -0.8193], [-2.9810, -0.5779, -0.1379], [-1.7893, 0.5373, 0.8897], [2.7095, 1.2285, 0.1888], [0.1628, 1.3855, -0.0926]],
  "forces_ev_per_a": [[-2.1, -0.8, 1.2], [-0.5, -0.2, -0.5], [2.3, 1.4, -0.1], [0.4, -2.2, -0.4], [-2.8, 0.8, 0.4], [0.9, 1.7, 0.8], [1.1, 2.6, -0.6], [0.7, -0.5, -0.6], [1.7, 1.3, 0.6], [-0.7, -0.8, -0.5], [-1.6, -1.7, -0.5], [0.6, -1.7, 0.2]],
  "mulliken_charge": [-0.85, -0.49, 0.66, -0.24, -0.27, -0.10, -0.17, 0.27, 0.24, 0.34, 0.29, 0.31],
  "orbital_gap_ev": 9.4765,
  "lumo_ev": 0.52,
  "homo_ha": -0.329,
  "smiles": "C/N=c1/nn[nH][nH]1"
}

No. 7
{
  "formula": "CH5N2PS",
  "method": "wB97M-V/def2-TZVPD",
  "elements": ["C", "N", "N", "P", "S", "H", "H", "H", "H", "H"],
  "coordinates": [[1.0304, -0.0573, -0.0696], [0.4850, 1.7214, 0.1877], [0.0114, -0.8819, -0.2111], [-1.6365, -0.6216, 0.3055], [2.6011, -0.2975, -0.2425], [1.3588, 2.1674, 0.4418], [-0.0830, 1.6389, 1.0308], [0.3027, -1.8359, -0.3904], [-2.0183, -1.8707, -0.1968], [-2.0514, 0.0373, -0.8555]],
  "forces_ev_per_a": [[-0.6, 4.6, 0.5], [0.2, -4.3, -0.7], [-0.1, -0.3, 0.3], [0.1, 0.2, 0.1], [0.5, -0.2, 0.0], [0.2, -0.3, 0.1], [0.1, 0.2, 0.1], [0.0, 0.1, -0.1], [-0.3, -0.3, 0.0], [-0.3, 0.2, -0.3]],
  "mulliken_charge": [0.31, -0.66, -0.20, -0.06, -0.35, 0.25, 0.25, 0.30, 0.06, 0.09],
  "orbital_gap_ev": 9.1559,
  "lumo_ev": 0.54,
  "homo_ha": -0.317
}

DFT total energy, respectively: -31278.2101, -84976.0416, -4168.0451, -10948.8220, -10056.9925, -9602.1819, -24220.4310 eV.